Molecular formula: C4H9NO2
Method: DFT, wB97M-V/def2-TZVPD

E ... -9874.295 eV
HOMO-LUMO gap ... 10.00 eV
F_max ... 0.94 eV/Å
Spin multiplicity ... 1
Highest occupied orbital energy ... -9.1 eV
SMILES string ... C=C(C)N(O)OC

Element x y z (Å)
C  -1.40  -1.76  -0.83
O  -0.66  -0.86  -0.04
C  0.16  0.76  1.65
C  0.59  0.84  0.40
N  0.76  -0.44  -0.29
O  1.59  -1.21  0.55
C  0.55  2.04  -0.49
H  -1.47  -1.51  -1.90
H  -1.10  -2.81  -0.70
H  -2.42  -1.66  -0.42
H  0.13  -0.21  2.15
H  -0.35  1.60  2.11
H  2.05  -1.81  -0.05
H  0.61  2.96  0.11
H  -0.41  2.03  -1.02
H  1.36  2.04  -1.23